17
Properties=species:S:1:pos:R:3 method="wB97M-V/def2-TZVPD" homo_ha=-0.3311 e_above_lowest_ev=3.671
C 0.91102 -0.96747 1.32453
C 1.07870 -0.52421 -0.18996
C -0.20774 0.25552 -0.60391
C -0.56943 0.63944 -1.97730
N -0.07453 1.64004 -1.02951
C -1.13025 -0.22713 0.48704
S -1.96727 0.21255 2.02582
C -0.20814 0.00191 1.65691
H 0.61140 -2.00638 1.38416
H 1.84095 -0.82898 1.92191
H 1.23000 -1.37232 -0.86926
H 1.95310 0.18019 -0.30758
H 0.13200 0.41553 -2.81003
H -1.65744 0.65180 -2.24808
H -0.85557 2.19262 -0.67133
H -1.29958 -1.27388 0.29488
H 0.21279 1.01076 1.61172